No. 1
Below is C33H49Cl9F12HfN4O14S4 as an isolated structure, with properties calculated with wB97M-V/def2-TZVPD.

```
126
C33H49Cl9F12HfN4O14S4 (wB97M-V/def2-TZVPD)
Hf -1.856 -3.928 1.555
C -0.562 -0.018 -0.439
F 0.026 -0.270 -1.566
F 0.320 -0.162 0.573
F -1.104 1.199 -0.430
S -1.987 -1.273 -0.038
O -1.957 -1.508 1.408
O -3.292 -0.832 -0.551
O -1.562 -2.693 -0.318
C -2.888 -4.718 -2.952
F -1.548 -4.940 -3.052
F -3.161 -3.455 -2.791
F -3.513 -5.224 -4.021
S -3.529 -5.593 -1.309
O -2.855 -6.935 -1.175
O -3.158 -4.703 -0.150
O -4.968 -5.664 -1.527
C -1.085 -0.839 4.854
F -0.790 -0.778 6.140
F -2.347 -0.472 4.770
F -0.404 0.027 4.176
S -0.804 -2.650 4.265
O -0.106 -3.433 5.336
O -2.074 -3.247 3.830
O -0.142 -2.734 2.932
C -5.738 -0.963 2.131
F -4.795 -0.145 1.751
F -5.764 -0.920 3.445
F -6.943 -0.606 1.716
S -5.373 -2.790 1.478
O -6.187 -3.673 2.291
O -5.655 -2.851 0.052
O -3.942 -3.023 1.780
C -3.888 2.483 3.024
Cl -5.493 2.761 2.355
Cl -3.397 3.891 3.993
Cl -2.779 2.088 1.664
H -3.891 1.630 3.703
C -3.105 -0.908 -5.035
Cl -3.179 -2.465 -6.011
Cl -2.969 0.370 -6.190
Cl -1.634 -0.883 -3.964
H -4.041 -0.844 -4.481
C 2.576 1.815 -2.828
Cl 2.276 0.664 -4.067
Cl 3.314 3.207 -3.526
Cl 3.824 1.166 -1.767
H 1.669 2.095 -2.292
C 1.824 -3.153 -2.603
C 2.830 -3.547 -1.478
C 4.206 -3.124 -2.087
C 5.342 -3.066 -1.052
C 4.941 -2.050 0.024
C 3.671 -2.500 0.768
N 2.477 -2.826 -0.163
O 1.264 -3.306 0.452
C 4.015 -3.512 1.792
C 3.383 -1.258 1.627
C 2.855 -5.086 -1.353
H 1.818 -2.073 -2.755
H 0.833 -3.437 -2.249
H 2.036 -3.804 -3.451
H 4.559 -3.895 -2.772
H 4.158 -2.224 -2.701
H 6.223 -2.622 -1.516
H 5.495 -4.085 -0.698
H 4.829 -1.091 -0.483
H 5.769 -1.909 0.718
H 4.811 -3.313 2.509
H 3.087 -3.787 2.295
H 4.242 -4.470 1.324
H 2.392 -1.413 2.054
H 4.052 -1.016 2.454
H 3.263 -0.366 1.013
H 3.524 -5.575 -2.061
H 1.862 -5.512 -1.492
H 3.199 -5.435 -0.380
C 4.842 4.852 2.093
C 3.432 4.963 1.495
C 3.113 3.749 0.646
C 2.710 2.477 1.445
C 1.489 2.810 2.249
C 1.723 3.971 3.278
N 2.312 5.147 2.515
O 2.285 6.393 3.306
C 0.312 4.177 3.884
C 2.607 3.497 4.448
C 3.352 6.124 0.539
H 4.928 5.634 2.847
H 5.598 4.822 1.308
H 4.902 3.888 2.598
H 2.386 4.015 -0.121
H 4.022 3.410 0.148
H 3.582 2.146 2.009
H 2.536 1.652 0.755
H 1.120 1.968 2.834
H 0.676 3.092 1.579
H 0.135 3.373 4.598
H 0.071 5.072 4.458
H -0.452 4.140 3.107
H 2.319 2.484 4.730
H 3.623 3.344 4.087
H 2.726 4.192 5.280
H 3.615 7.024 1.094
H 2.319 6.196 0.196
H 3.978 6.095 -0.352
N -0.187 5.211 -3.746
C 0.110 5.080 -2.414
C -0.577 3.931 -2.017
C -1.220 3.368 -3.137
C -1.036 4.228 -4.193
H 0.163 6.000 -4.270
H 0.775 5.789 -1.944
H -0.642 3.480 -1.038
H -1.831 2.479 -3.085
H -1.425 4.169 -5.199
N -5.699 -1.740 -2.425
C -6.098 -0.410 -2.469
C -6.759 -0.176 -3.612
C -6.772 -1.388 -4.304
C -6.151 -2.342 -3.526
H -5.304 -2.214 -1.626
H -5.731 0.155 -1.625
H -7.242 0.728 -3.954
H -7.247 -1.478 -5.270
H -5.885 -3.379 -3.672
```

Strongest force on any atom (eV/A): 8.62
Multiplicity: 3
Net charge: 0
<S²>: 2.011
Lowest unoccupied orbital energy (alpha / beta) (eV): -3.98 / -4.01

=====

No. 2
Below is a 9-piece molecular cluster, C33H49F6N4O20P2 overall, with properties calculated with wB97M-V/def2-TZVPD.

```
114
C33H49F6N4O20P2 (wB97M-V/def2-TZVPD)
P -13.756 5.207 7.112
F -14.167 4.626 8.600
F -15.208 5.937 7.104
F -13.186 6.623 7.734
F -13.276 5.502 5.526
F -12.432 4.338 7.307
F -14.563 4.011 6.443
C -12.883 10.817 3.954
C -14.032 10.098 3.914
C -14.521 9.415 2.716
O -15.567 8.857 2.496
C -13.522 9.305 1.577
C -12.286 9.893 1.673
C -11.857 10.761 2.855
O -10.691 11.096 3.028
O -11.383 9.859 0.679
O -14.860 9.965 4.956
H -12.778 11.454 4.820
H -13.818 8.913 0.615
H -10.608 10.283 1.055
H -15.451 9.238 4.746
C -18.866 -2.155 11.128
C -17.756 -2.875 11.191
C -16.434 -2.271 10.709
O -15.324 -2.876 10.704
C -16.518 -0.895 10.204
C -17.729 -0.282 10.087
C -19.084 -0.912 10.473
O -20.198 -0.355 10.315
O -17.767 0.943 9.676
O -17.736 -4.199 11.592
H -19.859 -2.498 11.378
H -15.637 -0.401 9.821
H -16.864 1.231 9.527
H -16.851 -4.490 11.822
C -14.932 10.232 13.881
C -14.506 11.315 14.483
C -14.087 12.534 13.795
O -13.737 13.663 14.204
C -13.902 12.300 12.308
C -14.230 11.099 11.717
C -14.950 10.031 12.391
O -15.465 9.056 11.854
O -14.158 11.103 10.383
O -14.674 11.436 15.828
H -15.629 9.635 14.451
H -13.365 13.062 11.762
H -14.342 10.249 9.983
H -15.206 10.698 16.136
C -8.015 7.125 6.910
O -7.318 6.321 6.295
N -7.584 8.214 7.586
C -8.568 9.267 7.869
C -6.221 8.533 7.981
H -9.114 7.069 6.877
H -8.432 9.540 8.915
H -9.517 8.769 7.676
H -8.471 10.171 7.266
H -5.857 7.611 8.434
H -5.658 8.925 7.134
H -6.120 9.103 8.904
C -8.736 4.201 -0.941
O -9.532 3.343 -1.271
N -8.712 4.908 0.216
C -7.685 6.004 0.344
C -9.782 4.838 1.244
H -7.909 4.525 -1.593
H -7.379 6.333 1.337
H -7.991 6.918 -0.164
H -6.747 5.676 -0.105
H -9.377 4.747 2.252
H -10.372 5.754 1.279
H -10.605 4.170 0.991
C -15.536 2.295 1.199
O -14.808 1.649 0.453
N -16.635 3.045 0.817
C -17.565 3.687 1.742
C -17.010 3.174 -0.589
H -15.458 2.211 2.294
H -17.214 3.967 2.735
H -18.308 2.922 1.966
H -17.969 4.571 1.248
H -16.322 2.973 -1.411
H -17.798 2.438 -0.753
H -17.242 4.233 -0.697
C -9.976 0.587 4.020
O -9.999 0.455 2.759
N -8.869 0.842 4.711
C -7.506 0.941 4.228
C -8.822 1.161 6.122
H -10.860 0.679 4.670
H -6.821 1.774 4.390
H -7.524 0.904 3.139
H -7.097 0.037 4.679
H -8.417 2.160 6.278
H -9.733 1.006 6.700
H -8.181 0.456 6.652
C -11.786 6.044 17.010
O -10.410 6.205 16.702
P -9.764 5.947 15.265
O -8.395 6.539 15.213
O -9.814 4.384 15.078
C -9.209 3.769 13.983
O -10.917 6.413 14.236
C -10.553 6.970 12.976
H -12.342 5.441 16.292
H -12.171 7.049 16.835
H -11.801 5.740 18.056
H -8.642 2.953 14.431
H -8.495 4.394 13.447
H -10.014 3.389 13.354
H -10.976 6.366 12.173
H -9.480 6.830 12.852
H -10.904 7.995 12.847
```

Strongest force on any atom (eV/A): 5.26
Net charge: -1
Lowest unoccupied orbital energy (eV): -0.48

=====

No. 3
Below is C33H49N6OPPdS as an isolated structure, with properties calculated with wB97M-V/def2-TZVPD.

```
92
C33H49N6OPPdS (wB97M-V/def2-TZVPD)
Pd -0.285 -1.973 0.859
N 1.766 -1.802 2.006
C 2.700 -2.651 1.252
C 2.546 -4.132 1.604
C 1.248 -4.771 1.117
N 0.062 -4.137 1.719
H 1.955 -0.820 1.815
H 1.886 -1.952 3.008
H 3.740 -2.357 1.450
H 2.495 -2.501 0.185
H 2.626 -4.250 2.689
H 3.375 -4.678 1.151
H 1.288 -5.837 1.375
H 1.169 -4.695 0.026
H 0.190 -4.082 2.731
H -0.758 -4.717 1.549
S -7.963 -1.349 1.244
N -6.793 -0.324 1.646
C -5.617 -0.865 1.359
C -4.326 -0.324 1.655
C -4.124 0.900 2.301
C -2.845 1.244 2.682
C -1.799 0.361 2.413
N -1.972 -0.758 1.739
C -3.199 -1.113 1.329
C -3.342 -2.329 0.554
N -2.228 -2.889 0.047
C -2.328 -4.004 -0.660
C -3.540 -4.661 -0.875
C -4.697 -4.105 -0.375
C -4.615 -2.894 0.320
C -5.755 -2.162 0.778
N -7.027 -2.522 0.672
H -4.972 1.540 2.492
H -2.641 2.165 3.201
H -0.791 0.576 2.742
H -1.413 -4.401 -1.085
H -3.564 -5.582 -1.432
H -5.662 -4.566 -0.514
O 0.317 0.171 0.252
P 1.235 0.984 -0.622
C 0.352 2.550 -1.107
C -0.978 2.334 -1.846
C -2.173 2.417 -0.903
C -2.302 3.824 -0.311
C -0.923 4.441 -0.054
C 0.121 3.353 0.178
C 1.951 -0.151 -1.943
C 2.448 0.529 -3.218
C 1.317 0.880 -4.175
C 0.520 -0.372 -4.524
C -0.027 -1.062 -3.275
C 1.074 -1.366 -2.264
C 2.772 1.443 0.357
C 2.489 1.610 1.865
C 2.987 2.943 2.420
C 4.472 3.136 2.112
C 4.811 2.842 0.638
C 3.555 2.629 -0.210
H 1.043 3.099 -1.749
H -0.995 1.366 -2.344
H -1.085 3.102 -2.615
H -2.040 1.669 -0.118
H -3.085 2.165 -1.445
H -2.882 3.779 0.611
H -2.846 4.464 -1.004
H -0.959 5.106 0.810
H -0.613 5.044 -0.908
H -0.231 2.691 0.970
H 1.048 3.817 0.504
H 2.840 -0.533 -1.418
H 3.132 -0.158 -3.723
H 3.016 1.424 -2.962
H 1.741 1.307 -5.086
H 0.667 1.632 -3.731
H 1.167 -1.062 -5.067
H -0.306 -0.106 -5.183
H -0.514 -1.995 -3.563
H -0.780 -0.435 -2.797
H 1.721 -2.143 -2.682
H 0.610 -1.775 -1.326
H 3.425 0.568 0.232
H 3.011 0.824 2.420
H 1.419 1.508 2.059
H 2.840 2.950 3.502
H 2.408 3.772 2.015
H 5.058 2.477 2.755
H 4.747 4.158 2.368
H 5.431 1.946 0.573
H 5.389 3.662 0.212
H 3.854 2.420 -1.239
H 2.963 3.544 -0.217
```

Strongest force on any atom (eV/A): 3.47
Relative energy (zero: lowest compared OMol25 entry of this formula, charge and spin) (kJ/mol): 207.2
Net charge: +2
Lowest unoccupied orbital energy (eV): -7.76

=====

No. 4
Below is C33H50BrCrF3N4OSi as an isolated structure, with properties calculated with wB97M-V/def2-TZVPD.

```
94
C33H50BrCrF3N4OSi (wB97M-V/def2-TZVPD)
Cr 0.256 1.911 0.563
C -4.171 -4.411 -0.097
C -3.567 -3.000 -0.001
C -2.887 -2.833 1.364
C -4.710 -1.977 -0.068
Si -2.320 -2.810 -1.495
Br -0.302 -0.390 0.258
C -2.931 -1.851 -3.092
C -4.099 -2.649 -3.697
C -1.833 -1.749 -4.161
C -3.389 -0.418 -2.767
C -0.772 -3.985 -1.629
C -0.340 -4.503 -0.250
C -1.189 -5.183 -2.501
C 0.447 -3.294 -2.257
H -4.895 -4.541 0.703
H -3.417 -5.186 0.012
H -4.687 -4.565 -1.041
H -3.633 -2.962 2.146
H -2.451 -1.843 1.459
H -2.105 -3.563 1.531
H -5.383 -2.147 0.769
H -5.296 -2.076 -0.977
H -4.330 -0.961 0.006
H -3.774 -3.638 -4.010
H -4.471 -2.128 -4.575
H -4.928 -2.769 -3.006
H -1.499 -2.729 -4.488
H -0.981 -1.179 -3.801
H -2.241 -1.243 -5.035
H -4.330 -0.398 -2.229
H -3.535 0.125 -3.699
H -2.636 0.104 -2.178
H -1.122 -5.081 0.233
H -0.045 -3.678 0.392
H 0.516 -5.162 -0.377
H -2.026 -5.723 -2.068
H -0.351 -5.871 -2.579
H -1.464 -4.881 -3.508
H 0.689 -2.381 -1.721
H 0.300 -3.064 -3.305
H 1.301 -3.965 -2.192
F -2.884 7.976 -0.845
C -2.898 6.899 -1.626
F -2.488 7.274 -2.843
F -4.170 6.494 -1.743
C -2.038 5.785 -1.076
C -1.398 5.891 0.153
C -0.630 4.829 0.595
N -0.478 3.693 -0.101
C -1.085 3.616 -1.303
C -1.874 4.619 -1.823
H -1.490 6.790 0.740
H -0.096 4.893 1.534
H -0.910 2.708 -1.877
H -2.337 4.510 -2.791
C 4.052 -0.266 3.511
C 4.827 0.875 2.845
N 5.661 0.398 1.765
C 6.893 -0.316 2.104
C 6.833 -1.809 1.819
C 5.380 0.534 0.461
O 5.993 -0.006 -0.437
C 4.297 1.500 0.021
C 4.714 2.620 -0.706
C 3.755 3.384 -1.353
C 2.419 3.050 -1.212
N 1.996 2.003 -0.488
C 2.943 1.220 0.071
H 3.417 0.120 4.306
H 4.739 -0.983 3.954
H 3.436 -0.795 2.784
H 5.465 1.360 3.590
H 4.136 1.632 2.456
H 7.105 -0.125 3.157
H 7.698 0.119 1.502
H 6.048 -2.289 2.392
H 7.785 -2.258 2.078
H 6.656 -1.976 0.762
H 5.765 2.859 -0.773
H 4.036 4.223 -1.969
H 1.656 3.649 -1.693
H 2.594 0.321 0.572
C -0.788 2.222 5.255
C 0.491 2.180 4.708
C 0.622 2.111 3.337
N -0.421 2.061 2.490
C -1.647 2.074 3.029
C -1.871 2.163 4.393
H -0.926 2.305 6.319
H 1.370 2.204 5.333
H 1.614 2.103 2.889
H -2.478 2.013 2.337
H -2.882 2.184 4.767
```

Strongest force on any atom (eV/A): 1.20
Multiplicity: 5
Relative energy (zero: lowest compared OMol25 entry of this formula, charge and spin) (kJ/mol): 146.7
Net charge: +2
<S²>: 6.016
Lowest unoccupied orbital energy (alpha / beta) (eV): -5.90 / -5.84